[1]
Formula: C16H44FN2O14P3S
Source: OMol25
Level of theory: ωB97M-V/def2-TZVPD

Output
Max |F| in eV/A: 7.5
HOMO energy in eV: -8.8
LUMO in eV: -1.5
SMILES: CCCNN(CC(C)C)S(=O)(=O)F.COP(=O)(OC)OC.COP(=O)(OC)OC.COP(=O)(OC)OC
Kohn-Sham gap in eV: 7.33
Net charge: 0

Each line ends with the Mulliken charge.
Geometry (Å):
C  0.9106  2.2868  -1.9161  -0.880
C  0.4161  2.2968  -3.3732  -0.617
C  -1.0879  2.6202  -3.3928  -0.661
N  -1.9785  1.4590  -3.5726  -0.547
N  -3.0641  1.5557  -2.6507  0.731
C  -4.2198  2.3853  -3.1073  -1.345
C  -4.6439  3.4988  -2.1414  0.772
C  -4.6904  3.0470  -0.6639  -0.925
C  -3.8621  4.8076  -2.3167  -1.513
S  -3.5526  0.0098  -2.3355  1.062
O  -3.6887  -0.7626  -3.5129  -0.693
O  -4.6779  -0.0007  -1.4769  -0.554
F  -2.3545  -0.5751  -1.5631  -0.117
H  0.1126  1.9025  -1.2826  0.085
H  1.8051  1.6884  -1.7911  0.307
H  1.0922  3.3181  -1.6207  0.288
H  0.5515  1.3216  -3.8401  0.360
H  0.9749  3.0322  -3.9473  0.321
H  -1.3400  3.4201  -4.0960  0.343
H  -1.3322  3.0212  -2.4131  0.339
H  -2.3295  1.4222  -4.5233  0.257
H  -5.0746  1.7139  -3.2036  0.535
H  -4.0230  2.7915  -4.0968  0.424
H  -5.6786  3.7370  -2.3901  0.363
H  -4.3533  3.8300  0.0089  0.406
H  -5.7211  2.7952  -0.4180  0.300
H  -4.1066  2.1524  -0.4780  -0.123
H  -3.9847  5.4114  -1.4207  0.445
H  -4.2478  5.3757  -3.1621  0.360
H  -2.7933  4.6638  -2.4618  0.269
C  6.4470  -0.6754  1.6213  -0.649
O  5.7617  0.3931  0.9749  -0.460
P  4.1321  0.6836  0.7601  1.218
O  4.2602  2.1329  0.4384  -0.715
O  3.6981  0.4870  2.3260  -0.326
C  4.4492  0.3192  3.5019  -0.855
O  2.5274  0.4956  0.2986  -0.261
C  1.4802  0.6585  1.2571  -0.616
H  7.4778  -0.7400  1.2602  0.242
H  6.6343  -0.4467  2.6692  0.311
H  5.9141  -1.6161  1.4997  0.367
H  5.1656  1.1324  3.6249  0.335
H  4.8473  -0.6932  3.5161  0.317
H  3.8255  0.3086  4.4011  0.293
H  1.5515  1.6402  1.7223  0.379
H  1.5068  -0.1177  2.0130  0.309
H  0.5206  0.5515  0.7524  0.238
C  -4.7481  0.1745  1.8456  -0.429
O  -3.3533  0.3204  2.0927  -0.157
P  -2.4780  0.3829  3.5006  0.703
O  -1.1369  0.1413  2.9284  -0.410
O  -3.0911  -0.9703  4.1887  -0.313
C  -3.8846  -2.0118  3.6654  -0.772
O  -2.1175  0.9902  5.0023  -0.444
C  -2.0425  0.1426  6.1433  -0.517
H  -5.0260  0.4983  0.8415  -0.075
H  -5.0139  -0.8767  1.7442  0.268
H  -5.3432  0.6686  2.6101  0.419
H  -3.4135  -2.4551  2.7877  0.305
H  -4.9001  -1.6450  3.5434  0.329
H  -4.0429  -2.8222  4.3828  0.303
H  -1.3202  -0.6509  5.9581  0.250
H  -3.0098  -0.2786  6.4038  0.227
H  -1.7273  0.7464  6.9940  0.256
C  1.4835  -3.0390  -1.5841  -0.659
O  2.4951  -3.0347  -0.5805  -0.202
P  3.6662  -4.1403  -0.1522  0.858
O  4.5182  -3.2075  0.6454  -0.503
O  4.2811  -4.3075  -1.6686  -0.345
C  4.0386  -3.6155  -2.8721  -0.751
O  4.4450  -5.5746  0.2238  -0.462
C  5.5086  -6.0892  -0.5687  -0.475
H  0.6918  -2.3306  -1.3272  0.118
H  1.8414  -2.5874  -2.5066  0.312
H  1.0939  -4.0401  -1.7486  0.410
H  4.1943  -2.5443  -2.7429  0.280
H  3.0731  -3.9274  -3.2625  0.337
H  4.7009  -3.9352  -3.6820  0.300
H  6.2957  -5.3405  -0.6469  0.232
H  5.1749  -6.3932  -1.5563  0.215
H  5.8895  -6.9864  -0.0802  0.274

=====

[2]
Formula: C16H44N2O7
Source: OMol25
Level of theory: ωB97M-V/def2-TZVPD

Output
Multiplicity: 2
Max |F| in eV/A: 2.2
HOMO energy (alpha / beta) in eV: 0.6 / -6.6
LUMO (alpha / beta) in eV: 2.4 / 2.4
Kohn-Sham gap (alpha / beta) in eV: 1.81 / 8.97
Net charge: -1

Each line ends with the Löwdin spin population.
Geometry (Å):
C  -3.0387  6.0853  -0.7439  0.003
O  -3.3201  4.7615  -1.1825  0.003
C  -2.2190  3.8601  -1.1852  0.003
C  -2.4491  2.2881  -1.3854  0.003
N  -3.1339  1.8895  -2.5900  0.001
C  -4.5184  2.2751  -2.8116  0.001
C  -5.4479  1.5866  -1.8443  0.003
O  -5.1874  0.2079  -1.7444  0.005
C  -5.9818  -0.4349  -0.7679  0.040
H  -2.1640  6.6015  -1.1396  0.000
H  -2.8900  6.1492  0.3340  0.001
H  -3.8678  6.7178  -1.0611  0.000
H  -1.8373  3.7583  -0.1693  0.002
H  -1.4195  4.3448  -1.7455  0.000
H  -2.9239  1.8915  -0.4879  0.003
H  -1.4886  1.7729  -1.3915  0.000
H  -3.1842  0.8809  -2.5715  0.001
H  -4.8307  1.9763  -3.8122  0.000
H  -4.4086  3.3575  -2.8786  0.000
H  -6.4164  1.9316  -2.2064  0.001
H  -5.3173  1.9489  -0.8246  0.002
H  -6.9950  -0.5632  -1.1489  0.003
H  -6.2076  0.2052  0.0850  0.014
H  -5.5459  -1.3728  -0.4239  0.016
C  7.1332  -1.4064  0.2896  0.000
O  6.3885  -0.1754  0.4471  0.001
C  5.6236  0.0555  -0.7154  0.000
C  4.5411  -0.9943  -1.0904  0.000
N  3.1614  -0.5674  -0.7667  0.000
C  2.5855  0.1117  -1.9249  0.001
C  1.2717  0.8665  -1.5452  0.001
O  1.4602  2.0305  -0.7885  0.001
C  1.7423  1.9184  0.6055  0.007
H  7.3262  -1.8759  1.2541  0.000
H  8.0714  -1.1631  -0.2092  0.000
H  6.6922  -2.1939  -0.3215  0.000
H  6.2831  0.3769  -1.5215  0.000
H  5.1476  1.0316  -0.6222  0.000
H  4.7565  -1.8794  -0.4917  0.000
H  4.6163  -1.3675  -2.1118  0.000
H  3.0129  -0.0128  0.0642  0.000
H  2.4706  -0.5859  -2.7546  0.000
H  3.2432  0.8807  -2.3300  0.000
H  0.5879  0.1822  -1.0429  0.000
H  0.6007  1.0564  -2.3829  0.000
H  1.8185  2.9240  1.0190  0.002
H  2.6112  1.3094  0.8551  0.001
H  0.8841  1.5424  1.1625  0.002
O  -2.2097  -2.0662  4.3825  0.363
H  -2.2484  -2.7663  5.0340  0.093
H  -2.8294  -1.4090  4.6993  0.117
C  2.4604  -6.2194  2.3044  0.003
C  2.2859  -4.7772  2.0667  0.008
O  1.5712  -4.2277  3.1663  0.027
H  2.9968  -6.4091  3.2341  0.000
H  3.1955  -6.5827  1.5863  0.000
H  1.5836  -6.8646  2.2496  0.001
H  1.8230  -4.6301  1.0910  0.001
H  3.2259  -4.2585  1.8784  0.001
H  0.9891  -3.4881  2.9774  0.004
C  -1.6018  -0.4797  1.2870  0.058
C  -0.7459  -1.6616  1.2869  0.039
O  -0.2097  -1.8587  2.6248  0.083
H  -2.0831  -0.2833  0.3288  0.003
H  -1.0388  0.4442  1.4197  0.005
H  -2.3063  -0.5513  2.1156  0.038
H  0.1614  -1.5573  0.6919  0.001
H  -1.3215  -2.5272  0.9590  0.015
H  -0.9349  -2.0101  3.2353  0.019

=====

[3]
Formula: C16H44N4O4
Source: OMol25
Level of theory: ωB97M-V/def2-TZVPD

Output
Max |F| in eV/A: 2.6
HOMO energy in eV: -9.1
LUMO in eV: 0.8
SMILES: COC[C@H](C)N.COC[C@H](C)N.COC[C@H](C)N.COC[C@H](C)N
Energy above the lowest of the compared OMol25 structures with the same formula, charge and spin in kJ/mol: 81.1
Kohn-Sham gap in eV: 9.86
Net charge: 0

Each line ends with the Mulliken charge.
Geometry (Å):
C  -7.0250  -0.1519  -0.9973  -0.768
O  -5.6695  0.1433  -1.0972  -0.305
C  -5.0892  0.6312  0.0885  -0.347
C  -3.7809  1.3421  -0.2657  -0.023
C  -2.7408  0.2712  -0.6797  -1.053
N  -3.1863  2.0723  0.8621  -0.502
H  -7.2222  -0.9295  -0.2402  0.292
H  -7.4536  -0.5734  -1.9044  0.263
H  -7.6253  0.7098  -0.6863  0.304
H  -5.6826  1.3951  0.6238  0.347
H  -5.0316  -0.2210  0.7792  0.186
H  -3.9166  2.0568  -1.0729  0.449
H  -2.5344  -0.4519  0.1064  0.164
H  -1.8859  0.9253  -0.8691  0.106
H  -3.0652  -0.2367  -1.5856  0.456
H  -3.2131  1.5316  1.7235  0.171
H  -3.7286  2.9174  1.0149  0.280
C  -2.7512  -1.1404  3.1784  -0.830
O  -2.7830  0.2408  3.4641  -0.218
C  -1.7798  0.5593  4.4526  -0.587
C  -2.1403  1.9236  5.0456  0.356
C  -1.9002  3.0850  4.0705  -1.044
N  -1.3652  2.2083  6.2449  -0.724
H  -2.9952  -1.7575  4.0495  0.383
H  -1.7846  -1.4841  2.8008  0.305
H  -3.5176  -1.3190  2.4257  0.174
H  -2.0056  -0.1913  5.2210  0.303
H  -0.7129  0.4773  4.2235  0.311
H  -3.1931  1.9630  5.3284  0.314
H  -0.8399  3.0942  3.8020  0.235
H  -2.1823  4.0231  4.5399  0.353
H  -2.4442  2.9657  3.1333  0.145
H  -1.5887  1.6908  7.0864  0.264
H  -0.3813  1.9986  6.0859  0.251
C  6.1872  -3.6625  -3.0601  -0.753
O  4.8556  -3.4023  -3.4770  -0.313
C  4.7852  -2.2140  -4.2551  -0.469
C  3.3240  -2.0706  -4.6780  0.390
C  3.0409  -1.0023  -5.7306  -1.532
N  2.4251  -1.8524  -3.5171  -0.658
H  6.6342  -2.8363  -2.5010  0.292
H  6.8081  -3.9492  -3.9110  0.299
H  6.0777  -4.5053  -2.3763  0.266
H  5.2036  -1.3709  -3.6922  0.227
H  5.4459  -2.3169  -5.1292  0.402
H  2.9996  -3.0143  -5.1277  0.328
H  1.9779  -1.0051  -5.9507  0.375
H  3.6243  -1.1979  -6.6324  0.399
H  3.3308  -0.0214  -5.3415  0.305
H  2.6443  -2.6199  -2.8807  0.359
H  2.8208  -1.0367  -3.0453  0.064
C  4.5610  -0.4521  -0.4750  -0.606
O  3.2304  -0.9037  -0.5139  -0.173
C  2.4511  -0.3777  0.5551  -1.030
C  1.3423  0.5392  0.0060  1.136
C  1.8750  1.7412  -0.7132  -1.785
N  0.7158  1.0895  1.2423  -0.623
H  5.1167  -0.7886  -1.3457  0.011
H  5.0933  -0.8019  0.4156  0.350
H  4.5853  0.6420  -0.4456  0.339
H  1.9574  -1.2074  1.0654  0.221
H  3.0682  0.2072  1.2368  0.484
H  0.6019  -0.0521  -0.5353  0.176
H  1.0870  2.3080  -1.2127  0.417
H  2.5873  1.5174  -1.5212  0.360
H  2.5073  2.3967  -0.1082  0.401
H  0.2522  1.9770  1.0900  0.267
H  -0.0017  0.4737  1.6130  0.065